No. 1
ORCA calculation (ωB97M-V/def2-TZVPD) on C4H6BeLiO as an isolated structure in a non-equilibrium geometry.

Its expectation value of S² is 0.782. Its LUMO energy (spin up / spin down) is -11.6 / -11.8 eV. As for the net charge: +2. The HOMO-LUMO gap (spin up / spin down) comes out at 5.059 / 6.056 eV. The HOMO energy (spin up / spin down) comes out at -16.65 / -17.83 eV. Its multiplicity is 2.

XYZ file:
```
13
Properties=species:S:1:pos:R:3:lowdin_charge:R:1
C 0.47952 1.28382 2.01532 -0.138
C 1.40987 0.50657 1.35460 -0.047
H -0.44047 0.74879 2.26828 0.049
H 0.46798 2.36449 1.83369 0.112
H 1.40253 -0.58198 1.47121 0.073
H 2.06255 0.94521 0.59512 0.091
Li 2.67583 1.07317 3.30610 0.859
O -1.42575 -0.64675 4.80865 -0.072
C -0.57421 0.33455 5.04557 -0.231
C -0.11065 1.24378 4.18648 0.070
Be -1.65442 -1.25639 3.73338 1.002
H 0.52478 2.09497 4.42929 0.077
H -0.31429 0.47204 6.11075 0.156
```

---

No. 2
ORCA calculation (ωB97M-V/def2-TZVPD) on C4H6BeMgO4 as an isolated structure in a non-equilibrium geometry.

Its LUMO energy (spin up / spin down) is -1.7 / -1.7 eV. As for the net charge: 0. The HOMO-LUMO gap (spin up / spin down) comes out at 5.721 / 5.727 eV. The HOMO energy (spin up / spin down) comes out at -7.42 / -7.43 eV. Its multiplicity is 1.

XYZ file:
```
16
Properties=species:S:1:pos:R:3:lowdin_charge:R:1
O 4.03225 0.32571 0.74499 -0.817
Mg 2.81653 -0.69723 -0.20841 0.905
O 0.93211 2.16722 0.28485 -0.087
C 1.41207 1.17289 0.96907 -0.340
C 0.71537 -0.02383 1.05986 -0.234
O -0.58346 0.00473 0.53466 -0.197
C -0.98161 -0.95549 -0.45208 -0.155
C -2.27538 -0.41445 -1.05966 -0.343
O -2.14084 0.91866 -1.43210 -0.219
Be -0.72070 1.45743 -0.23699 0.641
H 2.80176 1.36710 1.38325 0.219
H 0.89535 -0.75111 1.85950 0.121
H -1.09366 -1.94678 0.00947 0.141
H -0.19557 -1.01124 -1.22552 0.120
H -3.08514 -0.54752 -0.31307 0.120
H -2.52907 -1.06611 -1.91782 0.124
```

---

No. 3
ORCA calculation (ωB97M-V/def2-TZVPD) on an isolated ion of composition C4H6Br2F3S and charge +1 in a non-equilibrium geometry.

Its LUMO energy is -4.4 eV. As for the net charge: +1. The HOMO-LUMO gap comes out at 9.767 eV. The HOMO energy comes out at -14.15 eV. Its multiplicity is 1.

XYZ file:
```
16
Properties=species:S:1:pos:R:3:lowdin_charge:R:1
F 2.80863 1.05757 0.76382 -0.027
C 1.46017 0.92310 0.37118 -0.792
F 0.70877 1.45228 1.42090 0.017
Br 1.27438 1.96933 -1.30212 0.826
C 1.20671 -0.63024 0.13671 -0.733
F 1.34901 -1.37195 1.33618 -0.014
Br 2.70246 -1.26233 -1.03795 0.824
C -0.13696 -0.97033 -0.63951 -0.243
C -1.46003 -0.68722 0.19843 -0.368
S -2.19170 0.99927 -0.04534 1.023
H -0.10561 -2.09701 -0.82792 0.140
H -0.14269 -0.50696 -1.68122 0.107
H -1.35101 -0.86521 1.31372 0.124
H -2.24438 -1.43230 -0.16646 0.115
H -2.37510 1.67726 1.14415 0.030
H -1.50264 1.74473 -0.98456 -0.029
```

---

No. 4
ORCA calculation (ωB97M-V/def2-TZVPD) on a 2-piece molecular cluster, C4H6Br2O overall in a non-equilibrium geometry.

Its LUMO energy is 0.4 eV. As for the net charge: 0. The HOMO-LUMO gap comes out at 10.075 eV. The HOMO energy comes out at -9.68 eV. Its multiplicity is 1. The SMILES is C[C@@]1(Br)C=C1Br.O.

XYZ file:
```
13
Properties=species:S:1:pos:R:3:lowdin_charge:R:1
C -0.73531 -0.06814 1.31769 0.003
C -1.27274 -0.53934 -0.02332 -0.817
C -0.91887 0.84002 0.35773 -0.719
C -0.25852 -1.43516 -0.81461 -0.081
O 2.83329 1.39482 0.02243 -0.126
Br -3.19567 -1.05354 -0.10770 0.605
Br -0.70411 2.60832 -0.21513 0.753
H 2.72604 1.93944 0.83596 0.043
H -0.36896 -0.35441 2.22472 0.080
H -0.91021 -1.80794 -1.68496 0.084
H 0.06301 -2.34785 -0.20225 0.107
H 0.56870 -0.86526 -1.01647 0.028
H 2.17337 1.68900 -0.69409 0.040
```

---

No. 5
ORCA calculation (ωB97M-V/def2-TZVPD) on C4H6BrF as an isolated structure in a non-equilibrium geometry.

Its LUMO energy (spin up / spin down) is 0.0 / 0.4 eV. As for the net charge: 0. The HOMO-LUMO gap (spin up / spin down) comes out at 8.008 / 8.451 eV. The HOMO energy (spin up / spin down) comes out at -8.05 / -8.09 eV. Its multiplicity is 1.

XYZ file:
```
12
Properties=species:S:1:pos:R:3:lowdin_charge:R:1
C -0.78175 -0.60335 0.07416 -0.200
C 0.77015 0.64771 0.04889 -0.608
C -0.75741 -2.06247 0.02295 -0.100
C 0.67147 2.10460 0.00000 -0.224
F -1.66746 -0.07237 0.92821 -0.001
Br 2.03248 -0.15729 -1.08507 0.658
H -1.77050 -2.40103 0.24451 0.087
H -0.46104 -2.40032 -0.96849 0.072
H -0.08336 -2.50231 0.75703 0.088
H -0.00367 2.47925 0.76666 0.074
H 0.36679 2.48422 -0.97995 0.080
H 1.68429 2.48336 0.19110 0.075
```

---

No. 6
ORCA calculation (ωB97M-V/def2-TZVPD) on a 2-piece molecular cluster, C4H6BrF overall in a non-equilibrium geometry.

Its LUMO energy is -0.7 eV. As for the net charge: 0. The HOMO-LUMO gap comes out at 8.523 eV. The HOMO energy comes out at -9.18 eV. Its multiplicity is 1.

XYZ file:
```
12
Properties=species:S:1:pos:R:3:lowdin_charge:R:1
C 0.15295 0.04292 0.77348 -0.111
C -0.87022 -0.26179 -0.07371 -0.213
C 2.49687 -0.73296 0.82424 -0.503
C -1.69360 0.67876 -0.85659 -0.133
F 2.56176 -1.92723 0.17610 -0.130
Br 3.33321 0.52408 -0.30449 0.639
H 0.42071 -0.74403 1.44757 0.020
H 0.48311 0.88007 1.29742 0.046
H -1.34051 -1.30686 -0.09281 0.124
H -1.83955 1.59589 -0.18383 0.106
H -2.59172 0.19127 -1.29757 0.079
H -1.11300 1.05989 -1.70980 0.075
```

---

Number 1: molar mass 86.044 g/mol. Number 2: molar mass 151.405 g/mol. Number 3: molar mass 302.961 g/mol. Number 4: molar mass 229.899 g/mol. Number 5: molar mass 152.994 g/mol. Number 6: molar mass 152.994 g/mol.